20
Properties=species:S:1:pos:R:3 method="wB97M-V/def2-TZVPD" energy_ha=-307.7358 total_charge=0 spin_multiplicity=2 e_homo_ev="-4.981 / -8.906" e_lumo_ha="0.0413 / 0.0391" fmax_ev_per_a=2.11 e_above_lowest_kj_mol=35.2 homo_lumo_gap_ev="6.105 / 9.971"
C -1.6984 -1.0390 -0.1742
C -0.5933 -1.6477 -1.0351
C 0.5460 -0.6563 -1.4539
C 0.6504 0.6265 -0.6445
N 1.3716 0.4625 0.6087
C 0.8687 1.0197 1.7889
N -0.0464 2.0721 1.8002
H -2.4119 -0.5361 -0.8363
H -1.3576 -0.3328 0.5700
H -2.2361 -1.8419 0.3309
H -0.9715 -2.1174 -1.9406
H -0.0993 -2.4524 -0.4825
H 1.4904 -1.2015 -1.3667
H 0.3832 -0.4200 -2.4986
H -0.2827 1.1547 -0.5199
H 1.3181 1.2471 -1.2620
H 1.8403 -0.4056 0.7469
H 1.5374 0.9092 2.6229
H -0.1012 2.7169 1.0286
H -0.2076 2.4419 2.7173


7
Properties=species:S:1:pos:R:3 method="wB97M-V/def2-TZVPD" energy_ha=-367.8728 total_charge=0 spin_multiplicity=1 e_homo_ev=-9.065 e_lumo_ha=-0.0185 fmax_ev_per_a=8.19 smiles="C1=C[SiH2]1" e_above_lowest_kj_mol=341.2 homo_lumo_gap_ev=8.560
C -0.8107 0.3399 -0.7681
C 0.5997 0.9915 0.2010
Si 0.0665 -0.7475 0.3752
H -1.4128 0.9401 -1.5665
H 1.1939 1.8482 0.1155
H -0.0781 -1.2940 1.7362
H 0.3904 -2.1300 0.0218


9
Properties=species:S:1:pos:R:3 method="wB97M-V/def2-TZVPD" energy_ha=-416.6883 total_charge=0 spin_multiplicity=1 e_homo_ev=-10.256 e_lumo_ha=-0.0136 fmax_ev_per_a=3.44 smiles="OC1=NN=N[C@@H]1F" e_above_lowest_kj_mol=180.5 homo_lumo_gap_ev=9.886
O -1.8321 -0.1249 -0.5642
C -0.6154 0.2006 -0.2064
N -0.1252 1.3523 -0.4019
N 1.2013 1.3285 0.0680
N 1.5957 0.2249 0.3706
C 0.5465 -0.8103 0.3637
F 0.9702 -1.9502 -0.2744
H -2.1382 0.8081 -0.7448
H 0.3971 -1.0290 1.3893


76
Properties=species:S:1:pos:R:3 method="wB97M-V/def2-TZVPD" energy_ha=-6131.1597 total_charge=0 spin_multiplicity=1 e_homo_ev=-9.309 e_lumo_ha=-0.0646 fmax_ev_per_a=0.94 homo_lumo_gap_ev=7.551
C 0.3322 2.8117 5.7139
C -0.5271 2.8433 4.4448
C 0.3018 3.0155 3.1649
C 0.8886 1.6896 2.6687
N -0.1927 0.8145 2.2618
C -0.0122 -0.4713 1.5781
C -1.2609 -1.3563 1.9462
C -2.4130 -0.5415 2.4816
O -3.0547 0.2379 1.8770
Br -2.9116 -0.9425 4.3124
C 0.0145 -0.2404 0.0355
C -1.2982 0.2122 -0.6311
S -1.4731 1.9437 -1.0421
O -2.8812 2.2328 -1.0237
O -0.7199 2.2072 -2.2371
O 0.9547 0.8234 -0.2732
S 2.4732 0.5164 -0.7560
O 2.3909 0.0360 -2.1149
O 2.7762 -0.8433 0.0878
C 2.6148 -0.7644 1.5095
C 1.2527 -1.2949 1.9994
P 1.0900 -3.1816 1.4246
N 2.7385 -3.5913 1.6723
O 1.0301 -3.0141 -0.2138
S 1.3570 -1.5406 3.8353
C 2.9501 -1.0089 4.3892
O 0.3827 -0.7216 4.5001
O 1.2872 -2.9637 4.0710
H -0.2339 3.1828 6.5704
H 1.2073 3.4583 5.6087
H 0.6651 1.8014 5.9603
H -1.1160 1.9268 4.3763
H -1.2357 3.6729 4.5167
H 1.1486 3.6742 3.3810
H -0.2881 3.4780 2.3656
H 1.4450 1.2704 3.5075
H 1.6069 1.9248 1.8715
H -0.8735 1.3806 1.7710
H -1.6413 -1.8942 1.0701
H -1.0089 -2.1023 2.6948
H 0.3394 -1.1343 -0.4853
H -1.3130 -0.1976 -1.6475
H -2.2033 -0.1107 -0.1342
H -0.8733 2.5961 -0.0182
H 2.8487 0.2477 1.8448
H 3.3872 -1.4143 1.9054
H 2.7874 -4.5687 1.9397
H 3.3372 -3.4369 0.8660
H 1.8107 -3.3616 -0.6605
H 3.7470 -1.5807 3.9196
H 3.0835 0.0591 4.2352
H 2.9281 -1.2459 5.4546
C 1.7023 3.7673 -6.4992
C 1.6829 2.7667 -7.3746
C 1.5894 1.3524 -6.9271
O 1.5765 0.4426 -7.7293
C 1.5149 1.1013 -5.4680
C 1.5313 2.1006 -4.5910
C 1.6292 3.5132 -5.0360
O 1.6554 4.4280 -4.2417
H 1.7727 4.8049 -6.8003
H 1.7354 2.9255 -8.4443
H 1.4469 0.0652 -5.1617
H 1.4704 1.9331 -3.5251
C -4.8940 -1.7666 -2.8583
C -3.9992 -1.8112 -1.8756
C -2.9474 -2.8580 -1.8414
O -2.1214 -2.9050 -0.9502
C -2.9318 -3.8546 -2.9396
C -3.8263 -3.8118 -3.9225
C -4.8791 -2.7633 -3.9612
O -5.6934 -2.7244 -4.8551
H -5.6693 -1.0128 -2.9052
H -4.0015 -1.0939 -1.0640
H -2.1544 -4.6062 -2.8894
H -3.8351 -4.5266 -4.7352